Density functional theory data (ωB97M-V/def2-TZVPD) for a cluster of 3 separate species, C26H49ClO6P in total in a non-equilibrium geometry.

Calculated values
strongest force on any atom: 1.88 eV/A
frontier orbital gap: 6.2 eV
HOMO: -3.65 eV
multiplicity: 1
net charge: -1
lowest unoccupied orbital energy: 2.53 eV

Element x y z (Å)
C1 -0.779 0.828 4.240
C2 -0.652 -0.631 3.686
C3 0.600 -1.207 4.435
C4 -0.270 -0.605 2.172
C5 -1.845 -1.562 4.075
C6 -3.029 -1.667 3.086
C7 -3.488 -0.324 2.438
C8 -4.254 -2.179 3.936
C9 -2.830 -2.749 1.997
C10 -3.914 -3.082 1.205
C11 -3.816 -3.999 0.172
C12 -2.593 -4.584 -0.045
O1 -2.382 -5.475 -1.104
C13 -1.556 -4.756 -2.061
C14 -2.158 -3.416 -2.495
O2 -1.557 -2.313 -1.862
C15 -1.652 -1.111 -2.618
C16 -0.331 -0.905 -3.406
P1 1.228 -1.046 -2.305
Cl1 3.116 -1.202 -1.071
C17 -1.508 -4.302 0.752
C18 -1.629 -3.389 1.775
H1 -1.344 0.878 5.177
H2 -1.196 1.482 3.462
H3 0.249 1.178 4.365
H4 0.619 -2.306 4.401
H5 1.507 -0.843 3.940
H6 0.602 -0.914 5.496
H7 0.002 0.426 1.925
H8 0.632 -1.202 2.010
H9 -1.072 -0.879 1.484
H10 -1.456 -2.570 4.266
H11 -2.247 -1.192 5.031
H12 -4.523 -0.086 2.713
H13 -2.827 0.525 2.621
H14 -3.508 -0.466 1.349
H15 -5.167 -2.062 3.341
H16 -4.149 -3.248 4.156
H17 -4.362 -1.569 4.841
H18 -4.879 -2.599 1.348
H19 -4.670 -4.232 -0.458
H20 -1.539 -5.393 -2.957
H21 -0.516 -4.673 -1.726
H22 -3.257 -3.423 -2.378
H23 -1.972 -3.329 -3.583
H24 -1.754 -0.283 -1.900
H25 -2.542 -1.081 -3.271
H26 -0.327 -1.675 -4.192
H27 -0.354 0.123 -3.800
H28 1.987 -1.467 -3.508
H29 1.024 -2.448 -2.021
H30 0.516 -0.617 -1.110
H31 1.646 0.296 -2.600
H32 -0.563 -4.790 0.532
H33 -0.748 -3.154 2.365
O3 2.329 2.568 -3.069
C19 3.083 2.557 -3.994
O4 3.456 3.732 -4.576
C20 4.501 3.828 -5.538
C21 3.992 3.564 -6.941
C22 3.555 1.253 -4.591
H34 5.338 3.179 -5.273
H35 4.870 4.852 -5.473
H36 3.605 2.549 -7.040
H37 4.790 3.703 -7.672
H38 3.173 4.244 -7.180
H39 2.823 0.909 -5.320
H40 3.625 0.519 -3.787
H41 4.540 1.309 -5.054
O5 1.652 1.818 2.724
C23 1.817 2.900 2.237
O6 2.682 3.765 2.813
C24 3.102 4.981 2.197
C25 2.139 6.114 2.488
C26 1.010 3.350 1.043
H42 3.266 4.840 1.128
H43 4.075 5.211 2.631
H44 1.150 5.914 2.076
H45 2.507 7.049 2.063
H46 2.019 6.240 3.565
H47 0.067 3.773 1.391
H48 0.804 2.478 0.424
H49 1.523 4.068 0.408



Density functional theory data (ωB97M-V/def2-TZVPD) for an isolated molecule of C5H3Cl2N in a non-equilibrium geometry.

Calculated values
strongest force on any atom: 6.34 eV/A
frontier orbital gap: 9.7 eV
HOMO: -9.53 eV
multiplicity: 1
net charge: 0
lowest unoccupied orbital energy: 0.17 eV
structure (SMILES): Clc1cncc(Cl)c1
energy relative to the best compared isomer or geometry (same formula, charge and spin): 31.1 kJ/mol

Element x y z (Å)
C1 -1.189 -0.417 0.020
C2 -1.189 0.968 0.023
C3 1.143 0.839 -0.097
C4 1.199 -0.499 0.072
C5 -0.019 -1.166 0.185
H1 -2.111 1.631 -0.229
H2 2.046 1.616 -0.232
H3 0.018 -2.266 0.350
N1 -0.010 1.619 0.067
Cl1 -2.661 -1.201 -0.085
Cl2 2.772 -1.124 -0.073



Q: Among the records above, which one has the highest lowest unoccupied orbital energy?
A: C26H49ClO6P